[1]
This record from the Open Molecules 2025 dataset describes a 2-piece molecular cluster, C3H9O overall in a non-equilibrium geometry. The level of theory is the ωB97M-V functional and the def2-TZVPD basis.

Orbital gap (eV): 6.48
LUMO level (eV): 4.23
Energy relative to the best compared isomer or geometry (same formula, charge and spin) (kcal/mol): 5.5
2S+1: 1
Highest occupied orbital energy (eV): -2.251
Total charge: -1

The geometry in XYZ format:
```
13
C3H9O, DFT the ωB97M-V functional and the def2-TZVPD basis
O 2.4480 -0.4503 -0.1702
H 3.0535 -0.0998 0.5014
C -1.8696 -0.4716 0.6226
C -0.5416 0.2654 0.4677
C -0.0901 0.6313 -0.9333
H -2.7277 0.1916 0.8025
H -1.8856 -1.1425 1.4892
H -2.1757 -1.0902 -0.2276
H 0.2410 -0.4294 0.7792
H -0.4872 1.0490 1.2250
H -0.1971 -0.2522 -1.5640
H -0.6337 1.4679 -1.3947
H 0.9668 0.8917 -0.8791
```

Atomic partial charges in e from the Mulliken method, atoms 1 to 4:
1. O -1.12
2. H 0.13
3. C -1.07
4. C -0.15


[2]
This record from the Open Molecules 2025 dataset describes a 7-piece molecular cluster, C4H17O10 overall in a non-equilibrium geometry. The level of theory is the ωB97M-V functional and the def2-TZVPD basis.

Orbital gap (eV): 9.27
LUMO level (eV): 3.08
Energy relative to the best compared isomer or geometry (same formula, charge and spin) (kcal/mol): 5.7
2S+1: 1
Highest occupied orbital energy (eV): -6.183
Total charge: -1

The geometry in XYZ format:
```
31
C4H17O10, DFT the ωB97M-V functional and the def2-TZVPD basis
O 1.3114 -0.4445 0.5264
C 0.3626 -0.1083 -0.2216
O -0.5513 0.7045 0.0490
C 0.4781 -0.7217 -1.6637
C 0.3759 0.3986 -2.7466
C 0.6732 1.8220 -2.3967
O -0.4264 2.5417 -2.0999
O 1.7431 2.3672 -2.5326
H -0.3286 -1.4403 -1.8126
H 1.4161 -1.2631 -1.6266
H 1.0198 0.0123 -3.5322
H -0.6679 0.4137 -3.0621
H -0.0865 3.3340 -1.7503
H -3.4433 -1.8703 0.0038
H -1.9773 -1.1773 -0.0135
O -2.5879 -1.8058 -0.4037
H 2.3614 -2.6699 1.3825
H 2.6952 -1.2523 1.2611
O 2.9723 -2.0352 1.7794
H -2.9483 2.9969 0.2477
H -2.5282 1.7309 0.9233
O -3.1927 2.0685 0.3047
H 0.7439 -0.6844 3.1823
H 1.8603 0.2290 3.1863
O 1.0692 0.0463 3.7108
H 0.0842 -3.1281 0.2498
H -0.3487 -3.7519 1.4770
O 0.3156 -3.8928 0.7910
H -0.9345 0.5139 1.6078
H -0.8673 0.2811 3.1075
O -1.5259 0.3945 2.4060
```

Atomic partial charges in e from the Mulliken method, atoms 1 to 4:
1. O -0.73
2. C 0.34
3. O -0.79
4. C -0.32


[3]
This record from the Open Molecules 2025 dataset describes C14H28N2O22S4 as an isolated structure in a non-equilibrium geometry. The level of theory is the ωB97M-V functional and the def2-TZVPD basis.

Orbital gap (eV): 9.63
LUMO level (eV): -0.38
Energy relative to the best compared isomer or geometry (same formula, charge and spin) (kcal/mol): 0.0
2S+1: 1
Highest occupied orbital energy (eV): -10.017
Total charge: 0

The geometry in XYZ format:
```
70
C14H28N2O22S4, DFT the ωB97M-V functional and the def2-TZVPD basis
C 1.3294 -2.3261 2.8461
N 0.3181 -2.7487 1.8475
O -0.8351 -2.4317 2.0460
O 0.7093 -3.4002 0.9010
H 2.2622 -2.1603 2.3147
H 1.4894 -3.1690 3.5139
H 0.9797 -1.4349 3.3495
C 0.6905 3.8420 -3.0382
N -0.2257 4.5380 -2.0976
O 0.2739 5.1468 -1.1557
O -1.4152 4.4558 -2.3248
H 0.6301 2.7744 -2.8408
H 1.7018 4.1776 -2.8460
H 0.3526 4.0478 -4.0470
O 2.0830 -3.9401 -5.9174
C 2.1469 -3.7869 -4.7351
O 3.1162 -3.0159 -4.1743
C 3.0771 -3.0490 -2.7393
C 2.0106 -4.0801 -2.3658
C 1.2202 -4.3061 -3.6573
H 2.9465 -2.0548 -2.3229
H 4.0321 -3.4697 -2.4191
H 1.3149 -3.7526 -1.5925
H 2.4743 -4.9864 -1.9809
H 0.2543 -3.8134 -3.6076
H 1.0464 -5.3696 -3.8171
C -0.7682 3.3721 2.8798
C -1.5531 2.8649 4.0940
O -2.1662 1.6640 3.6152
S -2.7815 2.0771 2.2004
O -3.8690 2.9581 2.4161
O -2.9129 0.9598 1.3608
O -1.4906 2.8884 1.7266
H 0.2176 2.9196 2.8014
H -0.6556 4.4523 2.8241
H -2.3288 3.5892 4.3585
H -0.9494 2.7110 4.9810
C -3.5218 -3.8625 0.9354
C -3.7624 -2.3766 0.6332
O -4.7586 -1.9363 1.5912
S -4.9223 -2.9882 2.7560
O -6.2736 -3.0699 3.1271
O -3.9348 -2.7867 3.7479
O -4.5262 -4.2556 1.8832
H -2.5381 -4.0586 1.3583
H -3.6103 -4.4929 0.0542
H -4.2260 -2.2417 -0.3406
H -2.8961 -1.7357 0.7403
C 0.7084 -0.3546 -1.3898
C -0.5648 -0.0569 -0.5688
O -1.6459 -0.6901 -1.2573
S -1.2324 -1.1082 -2.7237
O -1.3675 -0.0110 -3.6031
O -1.7679 -2.3720 -3.0330
O 0.3113 -1.2887 -2.3833
H 1.4982 -0.7588 -0.7631
H 1.0725 0.5328 -1.9077
H -0.7319 1.0113 -0.4420
H -0.5655 -0.5207 0.4159
C 4.1153 4.4616 0.6493
C 2.6925 4.9894 1.0356
O 1.9146 3.8166 1.3018
S 2.6901 2.5174 0.8149
O 2.5049 2.3627 -0.5850
O 2.4357 1.4544 1.7087
O 4.1244 3.1094 1.1343
H 4.9455 4.9944 1.0909
H 4.1583 4.4309 -0.4391
H 2.2659 5.4876 0.1675
H 2.6827 5.6540 1.8937
```

Atomic partial charges in e from the Mulliken method, atoms 1 to 4:
1. C -0.90
2. N 0.98
3. O -0.49
4. O -0.56


Question: What is the energy relative to the best compared isomer or geometry (same formula, charge and spin) in the first record?
Answer: 5.5 kcal/mol


Question: 2S+1 of number 2 (C4H17O10)?
Answer: 1


Question: What is the orbital gap in the second record?
Answer: 9.27 eV


Question: What is the formula in the second record?
Answer: C4H17O10